DFT (wB97M-V/def2-TZVPD) results for a structure of composition C24H17Br2F3O4Pd at a distorted geometry.

Output
Gap between HOMO and LUMO (alpha / beta): 5.40 / 4.52 eV
Relative energy (zero: lowest compared OMol25 entry of this formula, charge and spin): 0.0 kcal/mol
Highest occupied orbital energy (alpha / beta): -1.30 / -1.25 eV
LUMO energy (alpha / beta): 4.1 / 3.3 eV
Expectation value of S²: 2.007

The geometry in ORCA input format:
```
! RIJCOSX wB97M-V def2-TZVPD def2/J DEFGRID3
* xyz -2 3
Pd 0.866 1.285 0.248
Br 1.687 3.489 -0.765
Br 0.674 -0.185 2.436
C -0.123 -1.290 -3.154
C 0.374 -1.269 -1.890
C 1.006 -2.562 -1.314
O 1.579 -2.463 -0.227
C 0.879 -3.751 -2.077
C 0.392 -3.798 -3.399
C -0.066 -2.454 -4.006
O -0.390 -2.397 -5.182
O 0.305 -4.812 -4.097
O 0.417 -0.203 -1.194
H -0.523 -0.360 -3.547
H 1.274 -4.653 -1.622
F -0.387 2.803 1.563
C -1.141 3.360 2.522
C -1.222 2.737 3.750
C -2.113 3.260 4.680
C -2.776 4.454 4.442
C -2.622 5.100 3.216
C -1.832 4.510 2.232
H -0.685 1.812 3.924
H -2.287 2.758 5.624
H -3.397 4.913 5.202
H -3.135 6.026 2.998
H -1.674 5.014 1.286
F 3.071 0.421 -0.539
C 4.004 -0.479 -0.880
C 4.888 -0.912 0.089
C 5.920 -1.760 -0.286
C 6.031 -2.187 -1.608
C 5.044 -1.846 -2.522
C 4.017 -0.982 -2.160
H 4.725 -0.617 1.117
H 6.653 -2.087 0.443
H 6.941 -2.667 -1.949
H 5.144 -2.213 -3.536
H 3.304 -0.655 -2.907
F -1.783 1.298 -0.320
C -2.768 0.426 -0.034
C -3.337 0.459 1.225
C -4.390 -0.403 1.489
C -4.818 -1.301 0.524
C -4.185 -1.336 -0.707
C -3.093 -0.525 -0.974
H -3.004 1.190 1.949
H -4.853 -0.404 2.468
H -5.618 -1.986 0.776
H -4.449 -2.109 -1.419
H -2.524 -0.650 -1.887
*
```

The net atomic charges from natural (NBO), expressed in e, are: 1.086, -0.709, -0.714, -0.504, 0.372, 0.424, -0.649, -0.557, 0.391, 0.463, -0.609, -0.678, -0.702, 0.199, 0.197, -0.320, 0.411, -0.280, -0.203, -0.248, -0.205, -0.281, 0.277, 0.207, 0.199, 0.204, 0.237, -0.324, 0.431, -0.273, -0.206, -0.256, -0.177, -0.270, 0.232, 0.197, 0.194, 0.206, 0.245, -0.324, 0.412, -0.276, -0.204, -0.252, -0.186, -0.273, 0.229, 0.200, 0.198, 0.210, 0.261

***

DFT (wB97M-V/def2-TZVPD) results for the ion C12H24BF5IN3O3P with charge +1 at a distorted geometry.

Output
Gap between HOMO and LUMO: 7.31 eV
Relative energy (zero: lowest compared OMol25 entry of this formula, charge and spin): 118.7 kcal/mol
Highest occupied orbital energy: -11.47 eV
LUMO energy: -4.2 eV
Structure (SMILES): COB(O)[C@@H]1[C@H](N)[C@@](I)(CCCCCN)[C@@H](C(F)(F)C(F)(F)F)[N@H+]1[PH2]=O

The geometry in ORCA input format:
```
! RIJCOSX wB97M-V def2-TZVPD def2/J DEFGRID3
* xyz 1 1
C 4.095 -2.131 -0.393
O 4.416 -0.888 -1.111
B 3.165 -0.247 -1.651
O 3.129 -0.106 -3.137
C 1.975 0.208 -0.615
C 0.557 0.837 -1.245
N 0.614 1.560 -2.569
C -0.080 1.900 -0.122
I 0.110 3.997 -0.883
C -1.697 1.879 0.150
C -2.526 0.681 -0.601
C -3.931 0.483 0.285
C -4.818 -0.780 -0.268
C -4.129 -2.253 -0.057
N -4.734 -3.181 -1.129
C 0.950 1.478 1.131
C 0.377 0.309 2.107
F -0.457 -0.736 1.401
F -0.457 1.007 3.158
C 1.483 -0.543 2.965
F 2.330 -1.461 2.157
F 0.676 -1.452 3.866
F 2.281 0.302 3.930
N 2.263 1.340 0.395
P 3.821 1.358 1.258
O 3.740 2.441 2.429
H 4.777 -2.984 -0.871
H 4.400 -2.032 0.743
H 2.984 -2.487 -0.492
H 2.712 -0.928 -3.529
H 1.586 -0.815 -0.203
H -0.024 -0.151 -1.471
H 1.531 2.022 -2.752
H 0.418 0.833 -3.314
H -2.204 2.896 -0.222
H -1.998 1.815 1.300
H -2.840 1.062 -1.674
H -2.009 -0.367 -0.597
H -3.561 0.267 1.399
H -4.549 1.499 0.320
H -5.029 -0.580 -1.418
H -5.873 -0.772 0.267
H -4.355 -2.756 0.981
H -2.971 -2.291 -0.226
H -4.586 -2.738 -2.083
H -4.136 -4.046 -1.102
H 1.008 2.460 1.797
H 2.430 2.132 -0.299
H 4.316 0.073 1.673
H 4.823 1.885 0.321
*
```

The net atomic charges from natural (NBO), expressed in e, are: -0.289, -0.752, 1.253, -0.930, -0.503, -0.091, -0.844, -0.091, 0.229, -0.496, -0.432, -0.403, -0.428, -0.227, -0.833, -0.199, 0.644, -0.325, -0.300, 0.922, -0.332, -0.305, -0.292, -0.698, 1.485, -0.979, 0.238, 0.198, 0.178, 0.520, 0.299, 0.246, 0.379, 0.388, 0.257, 0.253, 0.227, 0.210, 0.201, 0.226, 0.208, 0.240, 0.212, 0.154, 0.348, 0.354, 0.340, 0.489, 0.029, 0.022

***

DFT (wB97M-V/def2-TZVPD) results for a structure of composition B3CaClH2O4.

Output
Gap between HOMO and LUMO: 8.51 eV
Highest occupied orbital energy: -18.91 eV
LUMO energy: -10.4 eV

The geometry in ORCA input format:
```
! RIJCOSX wB97M-V def2-TZVPD def2/J DEFGRID3
* xyz 2 1
O -1.267 -2.066 -1.037
B -0.478 -1.104 -0.624
O 0.253 -1.122 0.616
B 0.610 0.023 1.181
O 0.419 1.288 0.594
B -0.330 1.245 -0.690
Cl -1.230 2.616 -1.130
O -0.210 0.073 -1.341
H -1.969 -2.473 -0.528
H 1.369 0.045 2.144
Ca 2.832 1.475 0.814
*
```

The net atomic charges from natural (NBO), expressed in e, are: -0.861, 1.339, -0.840, 0.900, -1.000, 0.961, -0.005, -0.875, 0.557, -0.129, 1.954

***

DFT (wB97M-V/def2-TZVPD) results for an isolated molecule of C4H7NOS at a distorted geometry.

Output
Gap between HOMO and LUMO (alpha / beta): 7.93 / 6.72 eV
Relative energy (zero: lowest compared OMol25 entry of this formula, charge and spin): 135.3 kcal/mol
Highest occupied orbital energy (alpha / beta): -7.53 / -7.00 eV
LUMO energy (alpha / beta): 0.4 / -0.3 eV

The geometry in ORCA input format:
```
! RIJCOSX wB97M-V def2-TZVPD def2/J DEFGRID3
* xyz 0 1
C -0.117 -1.375 -0.180
C 0.827 -0.536 -0.259
C -1.571 -1.024 0.174
C 2.007 1.373 0.154
N -1.972 0.226 -0.403
O 1.902 0.110 -0.426
S -1.182 1.573 -0.001
H -0.041 -2.415 0.069
H -2.183 -1.840 0.000
H -1.496 -0.886 1.221
H 1.224 2.097 -0.023
H 3.089 1.567 -0.253
H 1.922 1.097 1.166
H -2.409 0.031 -1.238
*
```

The net atomic charges from natural (NBO), expressed in e, are: -0.432, 0.460, -0.222, -0.239, -0.702, -0.473, 0.000, 0.229, 0.202, 0.207, 0.212, 0.201, 0.185, 0.373

***

DFT (wB97M-V/def2-TZVPD) results for an isolated molecule of C5H8O.

Output
Gap between HOMO and LUMO: 10.54 eV
Relative energy (zero: lowest compared OMol25 entry of this formula, charge and spin): 38.0 kcal/mol
Highest occupied orbital energy: -9.36 eV
LUMO energy: 1.2 eV
Structure (SMILES): C1C[C@@H]2C[C@@H]2O1

The geometry in ORCA input format:
```
! RIJCOSX wB97M-V def2-TZVPD def2/J DEFGRID3
* xyz 0 1
C 1.029 -1.162 -0.076
C 0.454 -0.299 1.115
C -0.127 0.861 0.300
C -1.490 0.661 -0.308
C -0.262 0.363 -1.105
O 0.143 -0.971 -1.160
H 1.182 -2.250 -0.046
H 1.999 -0.672 -0.238
H -0.289 -0.810 1.744
H 1.221 0.103 1.793
H 0.248 1.869 0.450
H -2.054 -0.189 0.066
H -2.077 1.537 -0.565
H 0.022 0.959 -1.968
*
```

The net atomic charges from natural (NBO), expressed in e, are: -0.063, -0.432, -0.261, -0.432, 0.072, -0.515, 0.198, 0.154, 0.207, 0.217, 0.222, 0.221, 0.219, 0.194

***

DFT (wB97M-V/def2-TZVPD) results for a cluster of 2 separate species, C3H8NO2Si in total at a distorted geometry.

Output
Gap between HOMO and LUMO: 7.28 eV
Relative energy (zero: lowest compared OMol25 entry of this formula, charge and spin): 90.6 kcal/mol
Highest occupied orbital energy: -3.44 eV
LUMO energy: 3.8 eV

The geometry in ORCA input format:
```
! RIJCOSX wB97M-V def2-TZVPD def2/J DEFGRID3
* xyz -1 1
C 2.509 0.644 0.446
C 0.832 -1.279 0.340
C 1.427 0.037 -0.121
N -0.912 1.069 -0.232
O 2.825 0.079 -0.645
O 3.209 1.220 1.226
Si -2.443 0.433 -0.527
H 0.012 -1.019 1.057
H 0.377 -1.687 -0.563
H 1.472 -2.034 0.849
H 0.568 0.472 -0.638
H -0.762 1.312 0.747
H -2.523 -0.133 -1.922
H -3.526 1.351 -0.492
H -3.064 -0.465 0.475
*
```

The net atomic charges from natural (NBO), expressed in e, are: 0.740, -0.641, -0.079, -1.552, -0.487, -0.619, 1.119, 0.249, 0.215, 0.192, 0.329, 0.340, -0.247, -0.284, -0.277

***

DFT (wB97M-V/def2-TZVPD) results for an isolated molecule of C4H8O3 at a distorted geometry.

Output
Gap between HOMO and LUMO: 9.07 eV
Relative energy (zero: lowest compared OMol25 entry of this formula, charge and spin): 61.9 kcal/mol
Highest occupied orbital energy: -8.37 eV
LUMO energy: 0.7 eV
Structure (SMILES): C=COC(C)(O)O

The geometry in ORCA input format:
```
! RIJCOSX wB97M-V def2-TZVPD def2/J DEFGRID3
* xyz 0 1
C -0.893 1.564 2.219
C 0.124 0.936 1.657
O 0.094 0.687 0.253
C 0.709 -0.295 -1.042
C -0.248 -1.458 -1.106
O 1.960 -0.679 -0.784
O 0.636 0.641 -2.013
H -0.860 1.855 3.251
H -1.756 1.842 1.642
H 1.015 0.615 2.179
H -1.243 -1.110 -1.369
H -0.275 -1.962 -0.144
H 0.119 -2.151 -1.865
H 2.569 0.069 -0.869
H -0.166 1.163 -1.894
*
```

The net atomic charges from natural (NBO), expressed in e, are: -0.515, 0.161, -0.746, 0.859, -0.670, -0.672, -0.701, 0.203, 0.202, 0.166, 0.230, 0.241, 0.229, 0.499, 0.513

***

DFT (wB97M-V/def2-TZVPD) results for a structure of composition C22H37N12O4SV.

Output
Gap between HOMO and LUMO (alpha / beta): 7.94 / 8.78 eV
Relative energy (zero: lowest compared OMol25 entry of this formula, charge and spin): 7.7 kcal/mol
Highest occupied orbital energy (alpha / beta): -10.25 / -11.09 eV
LUMO energy (alpha / beta): -2.3 / -2.3 eV
Expectation value of S²: 3.758

The geometry in ORCA input format:
```
! RIJCOSX wB97M-V def2-TZVPD def2/J DEFGRID3
* xyz 1 4
V -0.047 -0.106 0.013
C 0.920 -2.216 -1.974
C 0.175 -2.945 -0.849
N 0.325 -2.217 0.419
C 1.643 -2.439 1.069
C 2.262 -1.122 1.540
N 2.058 -0.096 0.502
C 2.916 -0.283 -0.695
C 2.122 -0.053 -1.979
N 0.812 -0.735 -1.870
H 0.540 -2.562 -2.937
H 1.976 -2.485 -1.946
H 0.549 -3.972 -0.780
H -0.889 -3.004 -1.067
H -0.409 -2.492 1.064
H 2.301 -2.927 0.347
H 1.547 -3.118 1.917
H 3.320 -1.272 1.778
H 1.748 -0.787 2.441
H 2.232 0.827 0.886
H 3.304 -1.301 -0.679
H 3.780 0.382 -0.668
H 2.695 -0.404 -2.842
H 1.926 1.012 -2.106
H 0.212 -0.396 -2.613
C 1.461 4.786 4.058
C 0.995 4.580 2.670
N 0.641 5.493 1.822
N 0.293 4.798 0.704
C 0.438 3.475 0.822
S 0.074 2.368 -0.405
N 0.905 3.330 2.084
N 1.181 2.151 2.764
H 1.327 5.830 4.324
H 2.517 4.530 4.158
H 0.896 4.152 4.741
H -0.072 5.274 -0.105
H 2.183 2.004 2.817
H 0.689 1.367 2.336
O -2.394 1.411 1.974
C -1.609 0.677 2.557
O -0.667 -0.002 1.982
C -1.691 0.496 4.053
C -2.766 1.018 4.763
C -2.821 0.898 6.145
C -1.793 0.272 6.835
C -0.732 -0.235 6.108
C -0.667 -0.143 4.734
N 0.387 -0.881 6.815
O 0.274 -1.056 8.005
O 1.358 -1.196 6.155
H -3.552 1.522 4.217
H -3.662 1.301 6.692
H -1.803 0.174 7.911
H 0.172 -0.569 4.206
C -2.803 1.133 -1.096
N -4.199 1.123 -1.484
C -4.340 0.430 -2.761
N -3.842 -0.950 -2.680
C -2.452 -0.915 -2.275
N -2.243 -0.253 -0.960
C -3.096 -0.962 0.038
N -4.494 -0.995 -0.345
C -4.962 0.391 -0.471
C -4.612 -1.651 -1.645
H -2.682 1.639 -0.133
H -2.219 1.658 -1.855
H -3.785 0.967 -3.531
H -5.393 0.404 -3.041
H -1.892 -0.359 -3.034
H -2.082 -1.940 -2.236
H -2.997 -0.446 0.991
H -2.730 -1.989 0.140
H -4.852 0.892 0.491
H -6.015 0.383 -0.752
H -5.661 -1.676 -1.942
H -4.247 -2.677 -1.563
*
```

The net atomic charges from Mulliken, expressed in e, are: 1.056, -0.730, -0.915, -0.023, -0.780, -0.506, -0.097, -0.807, -0.816, -0.182, 0.534, 0.398, 0.521, 0.267, 0.349, 0.294, 0.543, 0.467, 0.151, 0.314, 0.355, 0.483, 0.467, 0.440, 0.231, -1.215, 1.020, -0.890, 0.252, 0.375, -0.570, 0.694, -0.583, 0.360, 0.290, 0.297, 0.175, 0.399, -0.889, -0.633, -0.114, -0.027, 0.279, -0.438, -0.741, -0.548, -0.298, 0.064, 1.078, -0.619, -0.613, 0.555, 0.426, 0.509, 0.352, -1.145, 0.156, -0.748, 0.105, -1.255, 1.624, -0.865, 0.135, -0.661, -0.738, 0.124, 0.336, 0.343, 0.352, 0.388, 0.166, 0.023, 0.325, 0.326, 0.354, 0.364, 0.332